Here is a structure of composition C35H37BaNO3P2 in a non-equilibrium geometry from OMol25. Energies are from ωB97M-V/def2-TZVPD.

## Properties
Kohn-Sham gap = 4.73 eV
M = 718.96 g/mol
ΔE to the lowest compared entry with this formula, charge and spin = 225.9 kJ/mol
HOMO level = -5.062 eV
total charge = 0
E_tot = -63790.6154 eV

Geometry (Å):
Ba (1.37, -0.32, 0.61)
C (-2.41, 0.15, 6.65)
C (-2.48, 0.01, 5.33)
C (-2.99, 1.06, 4.36)
C (-1.96, 2.00, 3.72)
C (-0.77, 2.35, 4.62)
C (-0.97, 2.79, 5.88)
C (-2.31, 2.74, 6.60)
C (-2.54, 1.44, 7.41)
C (2.73, 0.02, 3.44)
H (-2.22, -0.73, 7.27)
H (-2.14, -0.92, 4.86)
H (-3.76, 1.64, 4.89)
H (-3.52, 0.54, 3.54)
H (-1.51, 1.51, 2.84)
H (-2.51, 2.85, 3.24)
H (0.20, 2.46, 4.10)
H (-0.20, 3.34, 6.44)
H (-3.16, 2.92, 5.92)
H (-2.35, 3.56, 7.33)
H (-1.81, 1.42, 8.24)
H (-3.52, 1.47, 7.94)
H (2.99, -0.85, 4.06)
H (2.04, 0.67, 4.03)
H (3.61, 0.53, 3.02)
P (0.18, -2.31, -2.20)
P (2.11, 0.32, -2.69)
C (-0.42, -0.71, -2.89)
C (0.39, 0.32, -3.23)
C (-0.51, -3.39, -3.53)
C (-1.64, -3.08, -4.29)
C (-2.09, -3.95, -5.29)
C (-1.42, -5.15, -5.53)
C (-0.30, -5.48, -4.76)
C (0.15, -4.61, -3.77)
C (-1.21, -2.38, -1.05)
C (-1.38, -1.21, -0.27)
C (-1.84, -1.39, 1.03)
C (-2.52, -2.55, 1.38)
C (-2.64, -3.60, 0.46)
C (-1.94, -3.54, -0.76)
C (2.75, 0.89, -4.34)
C (2.54, 0.08, -5.48)
C (2.91, 0.50, -6.75)
C (3.51, 1.76, -6.92)
C (3.74, 2.57, -5.80)
C (3.37, 2.13, -4.53)
C (2.17, 1.83, -1.64)
C (3.32, 1.97, -0.82)
C (3.49, 3.15, -0.09)
C (2.53, 4.16, -0.14)
C (1.38, 3.99, -0.91)
C (1.19, 2.82, -1.66)
H (-1.51, -0.58, -2.80)
H (0.05, 1.15, -3.88)
H (-2.18, -2.16, -4.11)
H (-2.97, -3.69, -5.88)
H (-1.75, -5.81, -6.33)
H (0.23, -6.42, -4.93)
H (1.02, -4.87, -3.16)
H (-1.17, -0.18, -0.65)
H (-1.70, -0.57, 1.73)
H (-2.99, -2.59, 2.37)
H (-3.30, -4.44, 0.66)
H (-1.99, -4.36, -1.48)
H (2.05, -0.89, -5.36)
H (2.75, -0.14, -7.63)
H (3.80, 2.11, -7.92)
H (4.22, 3.55, -5.93)
H (3.55, 2.78, -3.68)
H (4.08, 1.18, -0.79)
H (4.40, 3.29, 0.49)
H (2.69, 5.10, 0.40)
H (0.62, 4.77, -0.96)
H (0.28, 2.68, -2.26)
O (-0.05, -0.31, 2.84)
N (0.56, -1.46, 3.09)
O (1.00, -1.70, 4.22)
O (0.70, -2.30, 2.10)

=====

Here is a structure of composition C36H46F4IrN3O2Si4 in a non-equilibrium geometry from OMol25. Energies are from ωB97M-V/def2-TZVPD.

## Properties
Kohn-Sham gap (alpha / beta) = 7.14 / 6.37 eV
M = 933.34 g/mol
ΔE to the lowest compared entry with this formula, charge and spin = 17.0 kJ/mol
HOMO level (alpha / beta) = -11.216 / -11.118 eV
total charge = +1
spin multiplicity = 2
E_tot = -91861.6511 eV

Geometry (Å):
Ir (0.31, 0.41, 0.11)
C (2.98, -3.59, 1.09)
Si (3.45, -2.58, -0.45)
C (5.34, -2.51, -0.47)
C (2.94, -3.55, -1.99)
Si (2.56, -0.32, -0.41)
Si (3.06, 0.63, -2.58)
C (4.86, 0.25, -2.96)
C (1.95, -0.19, -3.86)
C (2.85, 2.50, -2.56)
Si (3.31, 0.80, 1.58)
C (5.13, 0.29, 1.62)
C (2.38, 0.16, 3.08)
C (3.21, 2.67, 1.49)
H (2.85, -4.64, 0.86)
H (2.07, -3.24, 1.57)
H (3.78, -3.52, 1.83)
H (5.68, -3.47, -0.86)
H (5.75, -2.40, 0.53)
H (5.76, -1.74, -1.11)
H (3.10, -4.62, -1.83)
H (3.58, -3.26, -2.83)
H (1.91, -3.40, -2.31)
H (5.03, -0.80, -3.22)
H (5.51, 0.50, -2.12)
H (5.17, 0.86, -3.81)
H (2.15, -1.26, -3.92)
H (2.13, 0.24, -4.85)
H (0.90, -0.07, -3.62)
H (3.24, 2.93, -1.64)
H (1.80, 2.79, -2.66)
H (3.40, 2.94, -3.40)
H (5.27, -0.69, 2.08)
H (5.64, 1.03, 2.24)
H (5.61, 0.29, 0.64)
H (2.35, -0.94, 3.10)
H (1.37, 0.55, 3.10)
H (2.89, 0.49, 3.99)
H (4.01, 3.07, 0.86)
H (3.32, 3.12, 2.48)
H (2.27, 3.03, 1.07)
O (-0.23, 1.49, 2.32)
C (-0.20, 2.53, 1.63)
N (-0.50, 3.79, 1.92)
C (-0.45, 4.64, 0.72)
C (-0.13, 3.58, -0.36)
O (-0.14, 3.75, -1.55)
N (0.15, 2.41, 0.31)
C (0.70, 5.64, 0.76)
C (1.42, 5.88, 1.92)
C (2.45, 6.81, 1.92)
C (2.78, 7.49, 0.76)
C (2.06, 7.25, -0.40)
C (1.02, 6.33, -0.41)
C (-1.82, 5.27, 0.47)
C (-2.88, 4.46, 0.09)
C (-4.14, 5.00, -0.10)
C (-4.36, 6.36, 0.11)
C (-3.30, 7.17, 0.49)
C (-2.03, 6.63, 0.67)
H (-0.97, 4.06, 2.77)
H (1.18, 5.35, 2.83)
H (3.01, 6.99, 2.83)
H (3.59, 8.21, 0.76)
H (2.31, 7.78, -1.31)
H (0.46, 6.15, -1.31)
H (-2.73, 3.40, -0.08)
H (-4.96, 4.36, -0.40)
H (-5.34, 6.78, -0.04)
H (-3.46, 8.23, 0.65)
H (-1.21, 7.27, 0.96)
F (-2.08, -5.33, 3.03)
C (-1.00, -5.42, 2.24)
F (-1.25, -6.31, 1.29)
F (0.00, -5.89, 2.99)
C (-0.65, -4.07, 1.67)
C (-0.46, -3.00, 2.53)
C (-0.09, -1.78, 2.00)
N (0.07, -1.60, 0.68)
C (-0.14, -2.63, -0.15)
C (-0.48, -3.89, 0.31)
H (-0.59, -3.10, 3.60)
H (0.08, -0.92, 2.63)
H (-0.03, -2.42, -1.20)
H (-0.63, -4.70, -0.39)
F (-4.81, 0.16, -3.11)
C (-3.66, 0.17, -2.42)
C (-2.58, 0.85, -2.94)
C (-1.40, 0.88, -2.21)
C (-1.32, 0.20, -0.99)
C (-2.43, -0.47, -0.48)
C (-3.62, -0.48, -1.20)
H (-2.67, 1.38, -3.88)
H (-0.58, 1.48, -2.57)
H (-2.39, -0.97, 0.48)
H (-4.50, -0.98, -0.83)

=====

Here is a cluster of 3 separate species, CH4N3P in total in a non-equilibrium geometry from OMol25. Energies are from ωB97M-V/def2-TZVPD.

## Properties
Kohn-Sham gap = 9.20 eV
M = 89.04 g/mol
ΔE to the lowest compared entry with this formula, charge and spin = 294.5 kJ/mol
HOMO level = -9.320 eV
total charge = 0
E_tot = -14857.6942 eV

Geometry (Å):
C (0.43, 1.17, -1.21)
N (1.45, 1.24, -0.29)
N (1.46, 0.18, 0.46)
N (0.46, -0.62, 0.21)
P (-0.44, -0.44, -1.27)
H (-2.36, -1.03, 1.63)
H (0.23, 1.99, -1.84)
H (0.21, -1.42, 0.78)
H (-1.45, -1.06, 1.52)

=====

> Among the records above, which one has the lowest E_tot?

C36H46F4IrN3O2Si4